Formula: C2H8O2
Source: the Open Molecules 2025 dataset
Level of theory: ωB97M-V with the def2-TZVPD basis set

```
12
C2H8O2 (ωB97M-V with the def2-TZVPD basis set)
O 2.629 0.667 -0.774
H 3.216 1.437 -0.636
H 1.888 0.878 -0.145
H -0.745 -1.309 1.680
C -0.326 0.073 -0.535
O 0.097 1.236 -0.111
C -1.543 -0.418 0.093
H 0.490 -0.678 -0.609
H -0.810 -0.078 -1.565
H -1.930 -1.398 -0.175
H -2.087 0.368 0.603
H -0.879 -0.777 2.174
```

Values from the calculation:
Energy above the lowest of the compared OMol25 structures with the same formula, charge and spin in eV: 5.027
Molar mass in g/mol: 64.08
HOMO level in eV: -8.91
2S+1: 1
Total energy in hartree: -231.2776
Orbital gap in eV: 7.397



Formula: C2H8O2
Source: the Open Molecules 2025 dataset
Level of theory: ωB97M-V with the def2-TZVPD basis set

```
12
C2H8O2 (ωB97M-V with the def2-TZVPD basis set)
C -22.000 11.623 22.911
O -21.676 12.660 23.823
H -21.239 10.831 22.954
H -22.955 11.144 23.109
H -22.012 11.962 21.869
H -20.926 13.120 23.436
C -21.512 16.095 24.334
O -21.644 16.549 22.968
H -20.467 15.854 24.493
H -21.874 16.879 25.000
H -22.124 15.200 24.459
H -22.588 16.683 22.839
```

Values from the calculation:
Energy above the lowest of the compared OMol25 structures with the same formula, charge and spin in eV: 0.798
Molar mass in g/mol: 64.08
HOMO level in eV: -10.30
2S+1: 1
Structure (SMILES): CO.CO
Total energy in hartree: -231.4330
Orbital gap in eV: 11.200



Formula: C2H8O2
Source: the Open Molecules 2025 dataset
Level of theory: ωB97M-V with the def2-TZVPD basis set

```
12
C2H8O2 (ωB97M-V with the def2-TZVPD basis set)
C -0.239 0.997 -1.406
C 0.862 1.437 -0.815
H -0.407 -0.064 -1.547
H -1.052 1.634 -1.728
H 1.553 0.670 -0.482
H 1.089 2.479 -0.653
O -1.229 -2.579 0.292
H -0.951 -2.178 1.125
H -1.189 -1.872 -0.358
O 0.676 -0.520 1.917
H 0.477 -0.113 1.062
H 0.411 0.109 2.594
```

Values from the calculation:
Energy above the lowest of the compared OMol25 structures with the same formula, charge and spin in eV: 0.657
Molar mass in g/mol: 64.08
HOMO level in eV: -10.90
2S+1: 1
Structure (SMILES): C=C.O.O
Total energy in hartree: -231.4382
Orbital gap in eV: 11.676



Formula: C2H8O2PS4
Source: the Open Molecules 2025 dataset
Level of theory: ωB97M-V with the def2-TZVPD basis set

```
17
C2H8O2PS4 (ωB97M-V with the def2-TZVPD basis set)
C -0.950 -0.822 -1.176
C 0.382 -0.782 1.447
O 0.054 -1.778 -1.289
O 1.462 -0.427 2.194
P -0.105 0.416 -0.066
S 3.497 0.546 -0.615
S -2.495 2.389 -0.657
S 1.985 1.404 -1.464
S -1.258 1.853 0.893
H -1.819 -1.138 -0.625
H -1.294 -0.471 -2.193
H -0.549 -0.931 2.050
H 0.412 -1.772 0.809
H 0.261 -2.071 -2.244
H 2.231 -0.989 1.926
H 3.705 1.281 0.502
H -2.762 3.673 -0.258
```

Values from the calculation:
Energy above the lowest of the compared OMol25 structures with the same formula, charge and spin in eV: 0.914
Molar mass in g/mol: 223.33
HOMO level (spin up / spin down) in eV: -12.37 / -12.37
Net charge: +1
2S+1: 1
Total energy in hartree: -2165.2594
Orbital gap (spin up / spin down) in eV: 6.692 / 6.691



Formula: C2H8O2Si
Source: the Open Molecules 2025 dataset
Level of theory: ωB97M-V with the def2-TZVPD basis set

```
13
C2H8O2Si (ωB97M-V with the def2-TZVPD basis set)
O 1.618 0.658 0.631
Si 2.303 -0.652 -0.030
O 1.066 -1.660 -0.121
H 2.055 1.521 0.586
H 3.417 -1.218 0.853
H 3.053 -0.624 -1.308
H 0.281 -1.400 -0.567
C -2.886 0.740 0.287
C -1.701 0.387 -0.269
H -3.961 0.510 -0.065
H -2.764 1.250 1.257
H -1.742 -0.363 -1.194
H -0.739 0.852 -0.061
```

Values from the calculation:
Energy above the lowest of the compared OMol25 structures with the same formula, charge and spin in eV: 2.707
Molar mass in g/mol: 92.17
HOMO level in eV: -10.04
2S+1: 1
Structure (SMILES): O[SiH2]O.C=C
Total energy in hartree: -520.9863
Orbital gap in eV: 10.634



Formula: C2H8O3
Source: the Open Molecules 2025 dataset
Level of theory: ωB97M-V with the def2-TZVPD basis set

```
13
C2H8O3 (ωB97M-V with the def2-TZVPD basis set)
C 0.649 -1.458 0.057
C 0.086 -1.544 1.229
O -1.242 -1.642 1.158
H 1.646 -1.429 -0.253
H -0.030 -1.354 -0.814
H 0.393 -1.700 2.344
H -1.818 -1.666 1.971
O -1.145 1.239 -1.539
H -1.224 0.302 -1.847
H -0.532 1.256 -0.773
O 0.813 2.470 -0.163
H 1.767 2.392 -0.374
H 0.636 3.135 -0.997
```

Values from the calculation:
Energy above the lowest of the compared OMol25 structures with the same formula, charge and spin in eV: 1.760
Molar mass in g/mol: 80.08
HOMO level in eV: -8.99
2S+1: 1
Structure (SMILES): C=CO.O.O
Total energy in hartree: -306.6452
Orbital gap in eV: 9.704



Formula: C2H8O4
Source: the Open Molecules 2025 dataset
Level of theory: ωB97M-V with the def2-TZVPD basis set

```
14
C2H8O4 (ωB97M-V with the def2-TZVPD basis set)
C -0.369 -1.755 0.774
C 0.296 -0.684 -0.051
O -0.224 -0.127 -0.970
O 1.608 -0.570 0.273
H -0.280 -2.647 0.152
H 0.063 -1.818 1.767
H -1.389 -1.341 0.806
H 2.399 -0.062 0.447
O 2.928 1.848 1.517
H 2.891 2.491 0.784
H 2.195 1.268 1.249
O -3.400 0.861 -1.990
H -2.666 1.460 -2.103
H -4.053 1.075 -2.655
```

Values from the calculation:
Energy above the lowest of the compared OMol25 structures with the same formula, charge and spin in eV: 1.845
Molar mass in g/mol: 96.08
HOMO level in eV: -10.78
2S+1: 1
Structure (SMILES): CC(=O)O.O.O
Total energy in hartree: -381.9302
Orbital gap in eV: 11.293



Formula: C2H8OS
Source: the Open Molecules 2025 dataset
Level of theory: ωB97M-V with the def2-TZVPD basis set

```
12
C2H8OS (ωB97M-V with the def2-TZVPD basis set)
C -0.306 0.626 -1.136
C -0.722 -0.267 0.043
S -2.415 -0.872 -0.101
H -1.149 1.189 -1.537
H 0.107 -0.005 -1.924
H 0.510 1.273 -0.830
H -0.116 -1.138 0.258
H -0.580 0.269 0.978
H -3.028 0.308 -0.198
O 2.333 -0.467 1.173
H 3.007 0.197 1.392
H 2.359 -1.114 1.882
```

Values from the calculation:
Energy above the lowest of the compared OMol25 structures with the same formula, charge and spin in eV: 0.262
Molar mass in g/mol: 80.15
HOMO level in eV: -8.75
2S+1: 1
Structure (SMILES): CCS.O
Total energy in hartree: -554.4082
Orbital gap in eV: 9.408



Formula: C2H8OSi2
Source: the Open Molecules 2025 dataset
Level of theory: ωB97M-V with the def2-TZVPD basis set

```
13
C2H8OSi2 (ωB97M-V with the def2-TZVPD basis set)
C -2.056 1.146 -1.062
C 2.027 -1.155 1.288
O 1.996 0.309 -1.109
Si -0.873 0.739 0.322
Si 1.184 -0.688 -0.377
H -2.807 0.296 -0.891
H -2.519 2.075 -1.299
H -1.829 0.835 -2.120
H 2.512 -2.099 1.088
H 2.784 -0.341 1.521
H 1.491 -1.180 2.266
H -2.250 1.821 1.417
H 0.339 -1.759 -1.043
```

Values from the calculation:
Energy above the lowest of the compared OMol25 structures with the same formula, charge and spin in eV: 4.114
Molar mass in g/mol: 104.26
HOMO level in eV: -9.28
2S+1: 1
Total energy in hartree: -735.0799
Orbital gap in eV: 7.619



Formula: C2H8P2S
Source: the Open Molecules 2025 dataset
Level of theory: ωB97M-V with the def2-TZVPD basis set

```
13
C2H8P2S (ωB97M-V with the def2-TZVPD basis set)
C -0.755 -1.008 -2.071
P -1.110 0.553 -1.074
S 0.260 0.290 0.567
C -0.377 -0.327 2.253
P 2.267 -0.219 0.384
H -1.523 -1.193 -2.808
H 0.115 -0.940 -2.732
H -0.528 -1.691 -1.211
H 0.082 1.596 0.815
H -0.768 -1.331 1.999
H 0.549 -0.333 2.759
H -1.126 0.337 2.634
H 1.682 -0.929 -0.735
```

Values from the calculation:
Energy above the lowest of the compared OMol25 structures with the same formula, charge and spin in eV: 4.823
Molar mass in g/mol: 126.10
HOMO level in eV: -7.17
2S+1: 1
Structure (SMILES): CP=[S@@H](C)=P
Total energy in hartree: -1161.7160
Orbital gap in eV: 7.198



Formula: C2H8S2
Source: the Open Molecules 2025 dataset
Level of theory: ωB97M-V with the def2-TZVPD basis set

```
12
C2H8S2 (ωB97M-V with the def2-TZVPD basis set)
C 1.275 -0.552 -0.924
C 0.458 0.612 -1.457
S -1.266 0.093 -1.741
H 1.392 -1.319 -1.687
H 0.725 -1.009 -0.104
H 2.259 -0.229 -0.591
H 0.505 1.441 -0.764
H 0.825 0.949 -2.432
H -1.882 1.122 -1.149
S 0.358 -0.195 2.895
H 1.514 0.095 2.315
H -0.248 0.800 2.239
```

Values from the calculation:
Energy above the lowest of the compared OMol25 structures with the same formula, charge and spin in eV: 0.249
Molar mass in g/mol: 96.22
HOMO level in eV: -9.06
2S+1: 1
Structure (SMILES): CCS.S
Total energy in hartree: -877.3496
Orbital gap in eV: 9.736



Formula: C2H8S2
Source: the Open Molecules 2025 dataset
Level of theory: ωB97M-V with the def2-TZVPD basis set

```
12
C2H8S2 (ωB97M-V with the def2-TZVPD basis set)
C -3.228 1.194 -1.585
C -4.526 0.696 -2.120
H -3.171 2.355 -1.687
H -2.417 0.973 -2.306
H -2.933 0.823 -0.622
H -5.330 0.386 -1.333
H -5.085 1.442 -2.731
H -4.445 -0.210 -2.645
S 1.671 -0.280 1.876
S 2.511 -0.655 0.126
H 0.393 -0.051 1.530
H 2.604 -2.090 -0.003
```

Values from the calculation:
Energy above the lowest of the compared OMol25 structures with the same formula, charge and spin in eV: 0.780
Molar mass in g/mol: 96.22
HOMO level in eV: -9.57
2S+1: 1
Structure (SMILES): CC.SS
Total energy in hartree: -877.3301
Orbital gap in eV: 10.036



Formula: C2H8S2
Source: the Open Molecules 2025 dataset
Level of theory: ωB97M-V with the def2-TZVPD basis set

```
12
C2H8S2 (ωB97M-V with the def2-TZVPD basis set)
C 1.190 -2.751 1.608
S 2.376 -1.509 0.922
H 0.320 -2.293 2.058
H 1.007 -3.333 0.705
H 1.674 -3.435 2.302
H 2.501 -0.806 2.088
C -1.455 2.560 -2.093
S -1.248 2.559 -0.282
H -2.491 2.727 -2.349
H -0.788 3.263 -2.574
H -1.197 1.572 -2.475
H -1.890 1.445 0.089
```

Values from the calculation:
Energy above the lowest of the compared OMol25 structures with the same formula, charge and spin in eV: 0.520
Molar mass in g/mol: 96.22
HOMO level in eV: -8.96
2S+1: 1
Structure (SMILES): CS.CS
Total energy in hartree: -877.3396
Orbital gap in eV: 9.762



Formula: C2H8SSi
Source: the Open Molecules 2025 dataset
Level of theory: ωB97M-V with the def2-TZVPD basis set

```
12
C2H8SSi (ωB97M-V with the def2-TZVPD basis set)
C -2.701 -0.222 -0.315
C -1.556 0.490 0.145
Si 3.980 -0.081 0.012
S -0.539 -0.524 1.259
H -3.307 -0.344 0.536
H -3.224 0.462 -1.131
H -2.488 -1.141 -0.781
H -1.907 1.305 0.698
H -0.948 0.857 -0.648
H 3.796 -1.039 1.032
H 4.146 -0.753 -1.177
H 4.747 0.990 0.371
```

Values from the calculation:
Energy above the lowest of the compared OMol25 structures with the same formula, charge and spin in eV: 4.911
Molar mass in g/mol: 92.24
HOMO level (spin up / spin down) in eV: -9.28 / -7.57
2S+1: 1
Total energy in hartree: -768.5045
Orbital gap (spin up / spin down) in eV: 8.660 / 5.705



Formula: C2H9BrSi3
Source: the Open Molecules 2025 dataset
Level of theory: ωB97M-V with the def2-TZVPD basis set

```
15
C2H9BrSi3 (ωB97M-V with the def2-TZVPD basis set)
C 1.246 -0.824 -0.295
C 0.349 1.947 -0.869
Si 1.437 1.085 0.376
Si -0.529 -1.540 -0.317
Si -1.917 -0.045 0.770
Br -3.988 0.090 -0.151
H 1.924 -0.910 -1.115
H 1.809 -1.514 0.543
H -0.124 2.845 -0.801
H 0.519 1.650 -1.832
H 0.775 0.855 1.596
H 2.721 1.574 0.705
H -1.241 -2.292 -1.518
H -0.513 -2.536 0.716
H -2.469 -0.386 2.192
```

Values from the calculation:
Energy above the lowest of the compared OMol25 structures with the same formula, charge and spin in eV: 4.673
Molar mass in g/mol: 197.26
HOMO level (spin up / spin down) in eV: -9.35 / -7.60
2S+1: 1
Total energy in hartree: -3523.9517
Orbital gap (spin up / spin down) in eV: 8.267 / 6.580



Formula: C2H9N
Source: the Open Molecules 2025 dataset
Level of theory: ωB97M-V with the def2-TZVPD basis set

```
12
C2H9N (ωB97M-V with the def2-TZVPD basis set)
C 1.807 -4.707 -3.045
H 1.688 -4.313 -4.015
H 1.309 -5.700 -3.119
H 0.982 -4.201 -2.267
H 2.811 -4.691 -2.440
C -0.776 3.671 1.956
N -1.953 2.738 2.037
H -0.650 3.951 0.883
H 0.136 3.070 2.130
H -0.641 4.416 2.662
H -1.878 2.406 3.083
H -2.836 3.359 2.136
```

Values from the calculation:
Energy above the lowest of the compared OMol25 structures with the same formula, charge and spin in eV: 1.681
Molar mass in g/mol: 47.10
HOMO level (spin up / spin down) in eV: -13.59 / -13.59
Net charge: +1
2S+1: 2
Total energy in hartree: -135.9083
Orbital gap (spin up / spin down) in eV: 9.194 / 3.071



Formula: C2H9N2
Source: the Open Molecules 2025 dataset
Level of theory: ωB97M-V with the def2-TZVPD basis set

```
13
C2H9N2 (ωB97M-V with the def2-TZVPD basis set)
N -1.279 -1.040 -1.151
C -0.292 -0.008 -0.935
C 0.169 -0.260 0.619
N 0.882 0.965 1.110
H -1.446 -1.155 -2.158
H -1.429 -1.911 -0.617
H -0.798 1.043 -1.240
H 0.529 -0.126 -1.660
H 0.892 -1.081 0.673
H -0.660 -0.441 1.397
H 1.423 0.765 2.019
H 1.660 1.397 0.617
H 0.348 1.853 1.326
```

Values from the calculation:
Energy above the lowest of the compared OMol25 structures with the same formula, charge and spin in eV: 1.793
Molar mass in g/mol: 61.11
HOMO level in eV: -12.83
Net charge: +1
2S+1: 1
Structure (SMILES): NCC[NH3+]
Total energy in hartree: -190.8084
Orbital gap in eV: 8.771



Formula: C2H9N2O
Source: the Open Molecules 2025 dataset
Level of theory: ωB97M-V with the def2-TZVPD basis set

```
14
C2H9N2O (ωB97M-V with the def2-TZVPD basis set)
C -2.083 -0.541 0.363
C -0.571 -0.507 0.212
N 2.239 -0.014 0.015
N -1.642 0.684 -0.248
O 0.045 -1.189 -0.621
H -2.733 -1.151 -0.232
H -2.383 -0.560 1.337
H -0.155 -0.155 1.168
H 2.737 -0.229 -0.866
H 2.602 -0.596 0.696
H -1.495 1.582 0.184
H -1.738 0.722 -1.229
H 2.448 0.940 0.195
H 0.984 -1.111 -0.503
```

Values from the calculation:
Energy above the lowest of the compared OMol25 structures with the same formula, charge and spin in eV: 2.835
Molar mass in g/mol: 77.11
HOMO level in eV: -14.97
Net charge: +1
2S+1: 1
Total energy in hartree: -266.0475
Orbital gap in eV: 11.909



Formula: C2H9N2O
Source: the Open Molecules 2025 dataset
Level of theory: ωB97M-V with the def2-TZVPD basis set

```
14
C2H9N2O (ωB97M-V with the def2-TZVPD basis set)
C 2.040 -1.497 -1.667
N 0.581 -1.109 -1.607
H 2.139 -2.318 -2.387
H 2.616 -0.635 -2.012
H 2.430 -1.734 -0.610
H 0.157 -2.059 -1.691
H 0.318 -0.491 -2.377
H 0.153 -0.440 -0.817
C -1.112 0.642 1.542
N -1.595 1.894 1.505
O -0.138 0.338 0.809
H -1.793 -0.120 2.101
H -0.973 2.491 0.855
H -2.420 2.234 1.934
```

Values from the calculation:
Energy above the lowest of the compared OMol25 structures with the same formula, charge and spin in eV: 1.362
Molar mass in g/mol: 77.11
HOMO level in eV: -14.27
Net charge: +1
2S+1: 1
Total energy in hartree: -266.1016
Orbital gap in eV: 10.963